[1]
74
Properties=species:S:1:pos:R:3:forces:R:3 method="wB97M-V/def2-TZVPD" de_lowest_kj_mol=648.67 gap_ev=7.535 smiles=Cc1ccccc1C[C@H](C#N)[C@H](C#N)CCN.c1cc[nH]c1.c1cc[nH]c1.c1cc[nH]c1.c1cc[nH]c1
C 1.926205 1.482362 -2.913005 -0.4 -0.2 -0.3
C 0.354892 1.159152 -3.008976 -3.7 -0.7 -0.2
C -0.271366 0.522728 -4.323352 -2.1 0.3 1.9
C -1.792604 0.190510 -4.491029 0.9 1.5 3.4
C -2.796969 0.513572 -3.334261 4.0 1.0 1.1
C -2.207974 1.137334 -2.029108 2.2 -0.7 -2.2
C -0.662384 1.445934 -1.826453 -0.7 -1.4 -2.8
C -0.184114 2.053299 -0.392861 -1.6 -0.2 -1.4
C -0.679294 1.056524 0.780641 -0.1 0.5 1.2
C -1.660977 1.867506 1.778529 -3.4 1.2 1.3
N -2.554840 2.423105 2.387136 5.2 -3.0 -3.3
C 0.536004 0.358057 1.603399 0.0 0.2 -0.8
C 1.259072 1.386616 2.602915 0.9 0.0 4.1
N 1.722917 1.901337 3.599507 -2.4 -2.5 -5.8
C 1.593238 -0.324159 0.561476 -0.1 -0.9 0.6
C 2.306487 -1.577067 1.328561 0.1 0.3 -0.6
N 1.387574 -2.786629 1.392362 1.1 0.4 0.3
H 2.390897 1.740770 -3.941073 -1.0 -0.5 1.6
H 2.441239 0.529255 -2.539443 -0.6 1.5 -0.4
H 2.171922 2.383436 -2.229267 -0.6 -1.6 -1.0
H 0.401545 0.267323 -5.231628 -1.1 0.6 1.8
H -2.230319 -0.272518 -5.450474 1.1 0.9 1.7
H -3.934395 0.323239 -3.382320 2.2 0.3 -0.1
H -2.878303 1.398170 -1.129384 1.0 -0.5 -1.7
H -0.785899 3.037404 -0.275019 1.3 -1.5 -0.1
H 0.942567 2.246696 -0.411564 -1.7 -0.3 0.3
H -1.293817 0.172907 0.342818 1.0 1.7 0.8
H 0.051491 -0.542905 2.155165 1.1 1.8 -0.3
H 1.018708 -0.808255 -0.324453 0.8 1.1 1.4
H 2.367298 0.433195 0.169040 -1.2 -1.2 0.7
H 3.254218 -1.893237 0.763272 -1.1 0.8 1.0
H 2.544306 -1.261976 2.406934 -0.1 -0.4 -1.7
H 1.599456 -3.219490 2.305538 -0.4 0.1 -0.8
H 1.677098 -3.488610 0.681025 -0.3 0.9 0.7
N 2.139616 2.463877 6.636012 0.0 0.1 0.2
C 2.099540 1.211903 7.187471 0.0 0.1 -0.1
C 2.101472 1.349720 8.554970 0.0 -0.2 -0.1
C 2.138242 2.736781 8.838546 0.0 0.3 0.0
C 2.158252 3.399805 7.634966 0.0 -0.1 0.0
H 2.152453 2.665436 5.646666 -0.1 -0.2 0.1
H 2.074674 0.332663 6.561154 0.0 0.1 0.1
H 2.077701 0.541169 9.271229 0.0 0.1 -0.1
H 2.148260 3.199633 9.814810 0.0 0.0 -0.1
H 2.185341 4.454356 7.404239 0.0 -0.1 0.1
N -4.937120 -2.310173 -1.999086 0.0 0.0 0.0
C -6.206072 -1.828993 -2.184789 0.0 0.1 0.0
C -6.984728 -2.857574 -2.657144 0.0 0.3 0.1
C -6.156869 -4.002961 -2.754666 0.2 -0.1 0.0
C -4.899710 -3.636177 -2.339374 0.0 0.0 0.0
H -4.153239 -1.772370 -1.663561 -0.1 -0.1 -0.1
H -6.444368 -0.798457 -1.966739 0.0 -0.1 0.0
H -8.034472 -2.792725 -2.903886 0.1 0.0 0.0
H -6.448373 -4.987420 -3.090888 0.0 0.1 0.0
H -3.983915 -4.202490 -2.258063 -0.1 0.0 0.0
N 3.890523 -5.572279 1.137541 0.0 0.1 0.0
C 4.490400 -5.763457 2.353964 0.0 0.0 0.1
C 5.645784 -5.020425 2.378482 -0.2 -0.1 0.2
C 5.743926 -4.351427 1.133604 -0.1 0.1 -0.2
C 4.645862 -4.708545 0.389288 0.0 0.1 -0.1
H 3.027789 -5.999637 0.839892 0.2 0.0 0.1
H 4.045288 -6.411159 3.094434 0.1 0.1 -0.1
H 6.342376 -4.963722 3.202184 -0.1 0.0 -0.1
H 6.530539 -3.681884 0.817067 -0.1 -0.1 0.0
H 4.337759 -4.424391 -0.606185 0.1 0.0 0.1
N -1.244802 3.682225 -4.084461 0.0 0.3 -0.1
C -1.863277 3.433602 -5.280190 0.0 0.1 0.0
C -2.662982 4.511672 -5.577354 0.0 -0.2 -0.1
C -2.516992 5.447671 -4.524909 0.0 0.2 0.2
C -1.633646 4.910385 -3.619583 0.0 -0.1 0.0
H -0.599013 3.057367 -3.615173 -0.4 0.2 -0.3
H -1.683356 2.514062 -5.814300 0.0 0.2 0.0
H -3.283130 4.614694 -6.456099 0.1 0.0 0.1
H -3.003342 6.408688 -4.438781 0.1 -0.1 0.0
H -1.250271 5.294975 -2.685938 -0.1 0.0 -0.1

[2]
77
Properties=species:S:1:pos:R:3:forces:R:3 method="wB97M-V/def2-TZVPD" charge=+3 multiplicity=4 gap_ev="7.497 / 6.359"
Tc -0.428144 0.502812 -0.761847 -1.0 0.5 -0.7
C 0.388601 -0.248779 -4.336356 0.0 0.8 0.4
C 1.464884 0.764796 -4.668408 0.0 -0.2 -1.3
S 2.638991 0.985515 -3.357413 0.6 0.5 0.3
C 2.434890 2.755145 -3.182063 -0.1 0.5 1.2
C 1.630734 3.241606 -1.966890 0.6 0.4 -0.2
S -0.035431 2.802192 -1.463528 -1.1 0.3 -1.6
C -0.996654 2.974823 -3.087256 0.7 -0.4 0.6
C -1.631312 1.709130 -3.678318 1.3 0.7 -0.1
S -0.892588 0.167768 -3.150485 -0.2 -0.5 0.1
H -0.174950 -0.511262 -5.204228 -0.4 -0.3 -0.7
H 0.757193 -1.149023 -3.878058 0.6 -0.5 -0.1
H 2.016989 0.350150 -5.539174 -0.4 0.3 0.4
H 1.096403 1.774214 -4.986303 0.0 -1.2 0.2
H 3.388432 3.306616 -3.051862 -0.3 -0.6 -0.3
H 1.985618 3.088485 -4.084198 -0.1 0.6 -0.8
H 2.162297 2.939166 -1.104504 0.8 -0.3 1.1
H 1.679068 4.334378 -1.938723 -0.3 0.0 -0.1
H -1.789048 3.651266 -2.908946 -0.8 0.8 0.6
H -0.317865 3.530631 -3.718719 0.3 -0.3 -0.4
H -2.617343 1.649755 -3.306278 -1.1 -0.1 0.2
H -1.663281 1.773076 -4.774490 0.1 -0.2 0.3
O -0.266802 1.135653 1.177547 -0.6 -0.4 -0.3
S 0.350384 2.252940 2.092195 0.7 -0.1 -1.2
C 2.058706 1.600312 2.234714 0.3 0.4 -0.2
C 2.140320 0.100232 2.503689 0.2 1.4 0.1
C 3.431040 -0.496987 1.975564 0.2 -1.4 -0.1
C 3.781783 -0.421891 0.467946 1.0 0.9 1.0
S 2.680789 -1.060609 -0.756689 -1.2 0.7 -0.4
O 1.475932 -0.056525 -0.693282 0.3 0.0 0.4
C 2.087125 -2.548633 -0.097325 0.3 -0.3 1.3
C 1.166736 -2.649861 0.973113 0.3 0.1 -0.5
C 1.053663 -3.881341 1.610680 0.2 1.4 -0.5
C 1.837631 -4.935157 1.169359 -0.3 -0.6 1.1
C 2.705673 -4.841600 0.108075 -0.4 0.4 0.1
C 2.899765 -3.608657 -0.492755 -1.3 -0.5 0.0
C -0.369381 2.056164 3.655731 0.7 0.5 -0.7
C -0.493875 0.813760 4.207765 -0.5 -1.3 1.6
C -0.834660 0.756699 5.554077 0.1 0.4 -0.1
C -1.039927 1.949870 6.232964 -0.4 -0.5 1.8
C -0.916739 3.184409 5.672802 -0.2 1.4 -0.8
C -0.561350 3.251043 4.343884 -0.5 0.0 -0.7
H 2.527698 2.139396 3.040672 0.1 0.5 0.3
H 2.592172 1.905770 1.314467 -0.6 -0.1 0.2
H 1.255438 -0.281395 2.049397 -0.4 -0.8 -0.1
H 2.113630 0.019368 3.595850 -0.1 -0.6 -0.3
H 3.420044 -1.586866 2.133089 -0.2 0.3 0.5
H 4.251426 -0.136366 2.619471 0.0 0.0 -0.7
H 4.710801 -0.991967 0.285820 -0.3 0.1 0.1
H 4.033856 0.591890 0.130668 -0.2 -0.1 -0.2
H 0.557826 -1.778057 1.250465 0.4 -0.8 -0.1
H 0.393579 -3.938658 2.458551 -0.1 -0.4 0.1
H 1.789845 -5.848817 1.751432 -0.1 -0.2 -0.3
H 3.132683 -5.743438 -0.255438 0.8 -0.4 -0.2
H 3.529340 -3.514397 -1.342667 0.7 0.1 -0.5
H -0.384364 -0.123719 3.686082 0.2 0.1 -0.4
H -0.924228 -0.163353 6.117198 -0.1 -0.1 -0.3
H -1.337682 1.934264 7.281048 0.1 -0.3 -0.2
H -1.166066 4.122087 6.179492 0.2 -0.6 0.1
H -0.610557 4.175236 3.781482 0.4 0.1 0.2
C -2.034743 -3.435960 -0.315780 -1.1 0.4 1.2
C -2.110310 -1.977373 -0.642921 -0.4 0.8 0.0
O -0.973309 -1.377348 -0.438560 -1.5 -0.2 -0.4
C -3.342134 -1.293934 -1.056501 0.0 -1.0 1.1
C -4.589752 -2.037754 -1.017677 0.1 1.0 0.0
C -5.832950 -1.412002 -1.015350 1.5 0.0 -0.4
C -5.854276 -0.017407 -1.189653 -0.8 0.8 0.5
C -4.696801 0.735568 -1.193105 0.4 0.4 -0.1
C -3.441461 0.115974 -1.087005 0.5 0.8 -0.1
O -2.361985 0.939695 -1.011091 0.6 -0.5 0.6
H -0.988950 -3.652161 -0.194748 0.2 -0.5 -0.1
H -2.537365 -4.025528 -1.068986 0.1 -0.3 -0.2
H -2.562617 -3.657319 0.675649 0.6 0.4 -1.3
H -4.540212 -3.105901 -0.963239 0.0 -0.4 0.1
H -6.733483 -1.985830 -0.901175 -0.2 -0.1 -0.1
H -6.800811 0.577186 -1.223732 0.7 -0.9 0.0
H -4.768581 1.836834 -1.225213 0.2 -0.7 0.0

[3]
75
Properties=species:S:1:pos:R:3:forces:R:3 method="wB97M-V/def2-TZVPD" de_lowest_kj_mol=0.00 charge=+3 gap_ev=7.293
Sc -0.032187 -1.226051 -0.382428 -0.3 -1.3 0.2
C 4.416065 -4.370193 -0.071012 0.4 -0.1 0.0
N 3.085876 -3.766535 -0.208846 -0.4 0.3 0.0
C 1.948617 -4.650437 0.051913 -0.1 -0.1 0.1
C 2.916512 -2.512364 -0.528704 0.4 -0.2 -0.2
C 4.065176 -1.637998 -0.895193 0.0 0.1 0.0
O 1.729574 -1.991577 -0.554503 -0.2 -0.1 0.0
H 4.351429 -5.191563 0.637695 -0.1 0.0 0.0
H 5.136023 -3.650103 0.305965 0.0 0.0 0.0
H 4.765078 -4.770085 -1.023574 -0.1 0.0 0.0
H 2.199704 -5.656876 -0.273382 0.1 0.0 0.0
H 1.071490 -4.326737 -0.498980 0.0 0.0 0.0
H 1.725992 -4.678429 1.119262 0.0 0.0 0.0
H 4.867526 -2.191172 -1.375609 0.0 0.0 0.0
H 4.459179 -1.158311 0.005362 0.0 0.0 0.0
H 3.713984 -0.853917 -1.563430 0.0 0.0 0.0
S -1.967763 -2.772414 -0.902656 0.8 0.1 -0.1
C -3.548534 -2.200278 -0.500112 -0.4 0.5 0.1
N -4.560949 -3.083663 -0.659667 0.1 0.1 0.0
C -5.853954 -2.796027 -0.411535 -0.2 0.0 0.0
C -6.208083 -1.546248 0.018856 0.1 0.2 0.1
C -5.202117 -0.593386 0.192535 -0.1 -0.1 0.0
C -3.883831 -0.920142 -0.060943 0.1 -0.2 -0.1
H -4.318176 -4.008675 -0.997940 -0.1 -0.1 0.0
H -6.573732 -3.586685 -0.570983 0.1 -0.1 0.0
H -7.243617 -1.310313 0.214179 0.0 0.0 0.0
H -5.452732 0.407934 0.519269 0.0 0.0 0.0
H -3.100965 -0.184875 0.059768 0.0 0.1 0.0
C -0.239409 -2.979481 3.626378 0.0 -0.1 -0.4
As -0.070102 -1.512880 2.348803 0.0 0.5 0.9
C -1.529448 -0.380293 3.003537 0.0 -0.1 -0.2
C 1.513210 -0.636971 3.088016 0.1 0.0 -0.2
H -0.375790 -2.534480 4.610236 0.0 0.1 0.0
H 0.662767 -3.586767 3.636550 0.0 0.0 -0.1
H -1.097418 -3.603208 3.386183 0.0 0.0 0.0
H -1.268533 0.017943 3.982259 0.1 0.0 0.0
H -2.423726 -0.994953 3.104274 0.0 0.0 0.0
H -1.746853 0.446219 2.327333 0.0 0.0 0.0
H 1.268921 -0.211231 4.059663 -0.1 0.0 0.0
H 1.889339 0.155027 2.440297 -0.1 0.0 0.0
H 2.293979 -1.385497 3.225414 0.0 0.0 0.0
C -3.728947 4.035633 -1.596485 -0.1 0.0 0.0
C -2.837326 4.529488 -0.656223 0.0 0.0 0.0
C -1.735813 3.775091 -0.271668 0.1 0.0 0.1
C -1.545335 2.523112 -0.838088 0.0 -0.4 0.0
C -2.441222 2.022538 -1.783883 0.1 0.0 0.1
C -3.533115 2.782997 -2.166978 0.0 0.0 0.0
As 0.035279 1.431689 -0.525018 0.1 1.4 -0.3
C 1.118675 2.375230 0.770910 -0.1 -0.3 0.1
C 0.536724 2.745268 1.984673 -0.1 -0.1 -0.2
C 1.300919 3.383702 2.948075 0.0 0.0 0.0
C 2.645659 3.636206 2.708677 0.0 0.0 0.0
C 3.229066 3.251461 1.509204 0.0 0.0 0.1
C 2.470316 2.612748 0.538085 -0.1 -0.1 -0.1
C 0.939508 1.615381 -2.225505 0.0 -0.2 0.1
C 1.078621 0.497369 -3.045890 -0.1 0.1 0.3
C 1.637995 0.615374 -4.308318 0.0 -0.1 -0.1
C 2.055638 1.862625 -4.748327 0.0 0.0 0.0
C 1.915555 2.983697 -3.937589 0.0 0.0 0.0
C 1.356151 2.864944 -2.675706 0.0 -0.1 0.1
H -4.577345 4.633336 -1.902794 0.0 0.0 0.0
H -2.991498 5.510193 -0.226946 0.0 0.0 0.0
H -1.032188 4.170828 0.449819 0.0 0.0 0.0
H -2.255392 1.057705 -2.249470 -0.1 0.0 -0.1
H -4.219115 2.417747 -2.919982 0.0 0.0 0.0
H -0.518552 2.562780 2.157883 0.0 0.0 0.1
H 0.846714 3.692469 3.880308 0.0 0.0 0.0
H 3.240358 4.146327 3.454813 0.0 0.0 0.0
H 4.274939 3.460071 1.327829 0.0 0.0 0.0
H 2.926369 2.322826 -0.400454 0.0 0.0 0.0
H 0.725995 -0.483864 -2.712781 0.0 -0.1 -0.2
H 1.743702 -0.250503 -4.948360 0.0 0.0 0.0
H 2.484212 1.964334 -5.736352 0.0 0.0 0.0
H 2.236570 3.951647 -4.298251 0.0 0.0 0.0
H 1.234327 3.733262 -2.039426 0.0 0.1 -0.1

| no. | E (hartree) |
| --- | --- |
| 1 | -1548.341352 |
| 2 | -3537.080751 |
| 3 | -6980.365869 |